# 1
# C6H10N2O2S

C6H10N2O2S as an isolated structure at a distorted geometry (ωB97M-V/def2-TZVPD, OMol25).

Structure (ORCA input):
```
! wB97M-V def2-TZVPD RIJCOSX def2/J DEFGRID3
* xyz 0 1
C -1.749 -1.889 0.773
C -2.596 3.188 1.300
C -0.265 -1.702 0.351
C -1.715 0.320 0.903
C 1.404 0.317 -1.345
C 0.062 0.549 -0.772
N -2.346 -0.868 1.231
N -0.229 -0.141 0.507
O -3.396 3.214 2.112
O -1.754 3.231 0.529
S -1.125 1.357 2.959
H -2.035 -2.862 1.004
H 0.576 -2.167 1.050
H -0.087 -1.928 -0.632
H 1.548 -0.794 -1.565
H 1.516 0.990 -2.270
H 2.226 0.747 -0.763
H -0.593 0.110 -1.488
H -0.025 1.603 -0.636
H 0.585 -0.033 1.230
H -1.633 0.123 3.344
*
```

Values from the calculation:
Frontier orbital gap (alpha / beta), Eh: 0.27999 / 0.27997
ΔE to the lowest compared entry with this formula, charge and spin, kJ/mol: 544.5
Energy, eV: -24290.165
HOMO energy (alpha / beta), eV: -7.65 / -7.65

# 2
# C6H12N4S

An isolated ion of composition C6H12N4S and charge +2 at a distorted geometry (ωB97M-V/def2-TZVPD, OMol25).

Structure (ORCA input):
```
! wB97M-V def2-TZVPD RIJCOSX def2/J DEFGRID3
* xyz 2 1
C 2.532 -1.004 -0.288
C 0.254 2.197 -0.497
C 0.378 -0.643 0.207
C 1.206 0.345 0.975
C -1.110 0.162 -0.611
C -3.181 -1.437 0.317
N 1.309 -1.256 -0.655
N 1.174 1.741 0.347
N 2.580 -0.148 0.718
N -0.752 1.467 -0.997
S -2.563 0.231 0.449
H 3.343 -1.399 -0.709
H 0.442 3.268 -0.812
H -0.062 -1.370 0.927
H 0.906 0.284 2.015
H -1.404 -0.445 -1.429
H -2.513 -2.180 0.849
H -3.267 -1.604 -0.689
H -4.142 -1.241 0.981
H 1.005 -1.811 -1.430
H 1.897 2.327 0.636
H 3.385 0.493 1.186
H -1.419 2.022 -1.489
*
```

Values from the calculation:
Frontier orbital gap, Eh: 0.31117
ΔE to the lowest compared entry with this formula, charge and spin, kJ/mol: 0.0
Energy, eV: -23194.210
HOMO energy, eV: -16.00
SMILES: CS[C@H]1[NH+]=CN[C@@H]2[NH+]=CN[C@@H]21

# 3
# C35H29CrF5GeO2S4

C35H29CrF5GeO2S4 as an isolated structure (ωB97M-V/def2-TZVPD, OMol25).

Structure (ORCA input):
```
! wB97M-V def2-TZVPD RIJCOSX def2/J DEFGRID3
* xyz 1 6
Cr 0.835 -0.873 1.601
F 1.456 6.473 -0.031
C 1.109 5.195 -0.071
C 1.924 4.239 0.511
F 3.046 4.605 1.122
C 1.544 2.910 0.481
F 2.326 2.017 1.089
C 0.370 2.498 -0.137
S -0.104 0.800 -0.203
C -0.441 3.479 -0.688
F -1.601 3.151 -1.258
C -0.083 4.815 -0.667
F -0.879 5.732 -1.205
O -0.271 -2.199 0.318
S -1.027 -3.077 -0.646
C -2.702 -2.397 -0.762
C -3.636 -2.560 0.430
C -3.138 -1.971 1.747
C -2.947 -0.462 1.697
S -2.072 0.034 3.196
O -0.727 -0.653 3.101
C -1.751 1.759 2.860
C -2.747 2.610 2.399
C -2.468 3.963 2.272
C -1.217 4.454 2.626
C -0.237 3.592 3.098
C -0.495 2.233 3.214
C -1.350 -4.604 0.210
C -1.970 -5.626 -0.498
C -2.227 -6.825 0.147
C -1.847 -6.996 1.473
C -1.204 -5.974 2.156
C -0.947 -4.764 1.524
H -3.122 -2.877 -1.649
H -2.510 -1.354 -1.028
H -3.841 -3.622 0.579
H -4.591 -2.106 0.148
H -2.194 -2.441 2.019
H -3.851 -2.216 2.538
H -3.906 0.060 1.667
H -2.336 -0.129 0.859
H -3.730 2.239 2.145
H -3.230 4.637 1.905
H -1.016 5.514 2.547
H 0.734 3.972 3.392
H 0.262 1.551 3.580
H -2.244 -5.494 -1.538
H -2.713 -7.630 -0.387
H -2.044 -7.935 1.971
H -0.896 -6.118 3.183
H -0.436 -3.960 2.038
Ge 1.095 0.030 -2.022
C 1.206 1.527 -3.233
C 2.430 2.027 -3.672
C 2.473 3.107 -4.544
C 1.295 3.689 -4.986
C 0.070 3.190 -4.564
C 0.027 2.113 -3.693
C 2.750 -0.722 -1.391
C 2.904 -2.104 -1.306
C 4.090 -2.650 -0.836
C 5.129 -1.818 -0.447
C 4.985 -0.440 -0.521
C 3.800 0.107 -0.990
H 0.137 -1.074 -2.492
H 3.358 1.570 -3.350
H 3.429 3.487 -4.880
H 1.331 4.530 -5.667
H -0.850 3.637 -4.916
H -0.936 1.736 -3.366
H 2.097 -2.761 -1.610
H 4.203 -3.724 -0.776
H 6.055 -2.245 -0.084
H 5.794 0.209 -0.214
H 3.700 1.184 -1.034
S 3.973 -1.211 3.087
C 2.596 -1.063 2.436
*
```

Values from the calculation:
Frontier orbital gap (alpha / beta), Eh: 0.28295 / 0.33075
ΔE to the lowest compared entry with this formula, charge and spin, kJ/mol: 1.8
Energy, eV: -182718.817
HOMO energy (alpha / beta), eV: -9.81 / -11.62

# 4
# C17H29MnOSe2Te2

C17H29MnOSe2Te2 as an isolated structure (ωB97M-V/def2-TZVPD, OMol25).

Structure (ORCA input):
```
! wB97M-V def2-TZVPD RIJCOSX def2/J DEFGRID3
* xyz -2 5
Mn -0.095 -0.066 0.078
C 1.142 2.015 0.419
C 2.135 0.980 0.484
C 1.968 0.343 1.768
C 0.892 1.012 2.410
C 0.401 2.054 1.610
C -0.533 3.172 2.038
C 0.341 4.268 2.678
C -1.546 2.698 3.083
C -1.275 3.799 0.856
C 2.656 -0.837 2.476
C 4.169 -0.619 2.650
C 2.425 -2.203 1.810
C 2.093 -0.975 3.899
C 3.268 0.988 -0.537
C 3.684 -0.395 -1.044
C 2.865 1.814 -1.767
C 4.493 1.715 0.061
H 0.970 2.646 -0.440
H 0.504 0.762 3.384
H 0.911 3.862 3.517
H -0.280 5.095 3.040
H 1.051 4.659 1.945
H -1.046 2.335 3.985
H -2.165 1.900 2.675
H -2.199 3.529 3.370
H -0.574 4.183 0.109
H -1.879 4.641 1.211
H -1.927 3.074 0.369
H 4.704 -0.687 1.705
H 4.568 -1.396 3.310
H 4.378 0.358 3.096
H 2.756 -2.239 0.777
H 1.360 -2.440 1.774
H 2.969 -2.962 2.385
H 2.264 -0.079 4.500
H 2.598 -1.818 4.382
H 1.024 -1.185 3.881
H 2.816 -0.943 -1.416
H 4.155 -0.994 -0.270
H 4.405 -0.281 -1.861
H 1.966 1.438 -2.265
H 3.694 1.783 -2.482
H 2.689 2.857 -1.499
H 4.882 1.231 0.951
H 4.202 2.731 0.334
H 5.297 1.770 -0.685
Se -0.298 0.018 -2.567
Te -2.554 0.333 -3.458
Te -4.140 0.699 -1.159
Se -2.648 0.148 0.695
O -0.017 -1.720 0.243
*
```

Values from the calculation:
Frontier orbital gap (alpha / beta), Eh: 0.16921 / 0.16797
ΔE to the lowest compared entry with this formula, charge and spin, kJ/mol: 13.7
Energy, eV: -196748.181
HOMO energy (alpha / beta), eV: -0.25 / -0.22

# 5
# C7H10CoN2O3

C7H10CoN2O3 as an isolated structure at a distorted geometry (ωB97M-V/def2-TZVPD, OMol25).

Structure (ORCA input):
```
! wB97M-V def2-TZVPD RIJCOSX def2/J DEFGRID3
* xyz -1 5
C -0.450 0.845 -2.028
C 0.940 0.935 -1.700
C 1.072 1.675 -0.494
C -0.229 2.127 -0.099
C -1.169 1.612 -1.050
Co -0.149 0.103 -0.255
N -1.486 -1.023 0.254
C -0.337 -1.977 -0.328
C 1.013 -1.384 -0.410
H 2.004 1.913 0.000
H 1.765 0.499 -2.257
H -0.443 2.768 0.752
H -2.243 1.748 -1.005
H -0.867 0.323 -2.879
H 1.454 -1.550 -1.390
H -0.267 -2.817 0.378
H -1.430 -1.244 1.294
H 1.622 -1.570 0.482
H -0.649 -2.373 -1.304
O 0.364 0.257 4.127
N -0.040 -0.152 3.028
O -0.845 -1.148 2.922
O 0.371 0.433 1.963
*
```

Values from the calculation:
Frontier orbital gap (alpha / beta), Eh: 0.22098 / 0.28189
ΔE to the lowest compared entry with this formula, charge and spin, kJ/mol: 0.0
Energy, eV: -54163.139
HOMO energy (alpha / beta), eV: -2.26 / -4.12

# 6
# C6H12O2

A 3-piece molecular cluster, C6H12O2 overall at a distorted geometry (ωB97M-V/def2-TZVPD, OMol25).

Structure (ORCA input):
```
! wB97M-V def2-TZVPD RIJCOSX def2/J DEFGRID3
* xyz 0 1
C -0.643 0.798 -0.992
C -1.142 1.645 -0.101
C 1.036 -0.941 -0.383
C -0.238 -0.602 -0.575
C -1.513 -1.361 -0.284
C -1.663 -2.610 -0.734
H -0.392 1.096 -2.002
H -1.517 2.612 -0.433
H -1.319 1.432 0.951
H 1.263 -1.932 0.017
H 1.884 -0.326 -0.640
H -2.155 -0.817 0.390
H -2.637 -3.046 -0.673
H -0.861 -3.146 -1.215
H -0.265 -0.016 3.188
H 0.981 0.837 2.841
O 0.242 0.760 3.453
H 2.337 1.686 -1.420
H 3.366 2.025 -0.224
O 3.237 1.907 -1.164
*
```

Values from the calculation:
Frontier orbital gap, Eh: 0.36903
ΔE to the lowest compared entry with this formula, charge and spin, kJ/mol: 316.5
Energy, eV: -10509.027
HOMO energy, eV: -9.50
SMILES: C=CC(=C)C=C.O.O